Formula: C4H5F2N
Source: OMol25
Level of theory: ωB97M-V/def2-TZVPD

Structure (XYZ):
```
12
Properties=species:S:1:pos:R:3:mulliken_charge:R:1
C -0.47907 1.05012 1.91346 -0.81
C -0.82642 -0.15692 -1.57241 -0.35
C -0.37874 0.38459 0.77493 0.50
C 2.08581 -0.48631 0.42008 0.11
N -0.85726 -0.03937 -0.30128 -0.28
F 2.95870 0.52543 0.24183 -0.21
F 2.17022 -1.25557 -0.65151 -0.20
H -1.36001 1.70622 2.17279 0.25
H 0.33340 1.09288 2.72716 0.21
H -1.65420 -0.42778 -2.01930 0.34
H 0.18069 -0.18664 -2.11369 0.21
H 2.20182 -1.08490 1.36630 0.23
```

## Properties
- Energy relative to the best compared isomer or geometry (same formula, charge and spin): 511.7 kJ/mol
- LUMO level (alpha / beta): -0.28 / -0.36 eV
- Orbital gap (alpha / beta): 0.2554 / 0.3064 hartree

Formula: C4H5F2N
Source: OMol25
Level of theory: ωB97M-V/def2-TZVPD

Structure (XYZ):
```
12
Properties=species:S:1:pos:R:3:mulliken_charge:R:1
C -2.79331 -0.11980 -0.11103 0.11
C 1.40271 -1.19161 0.64386 -0.70
C 0.70283 -0.40324 -0.15551 -0.07
C 0.80133 1.05818 -0.32345 0.20
N -2.42004 -0.92192 0.62280 -0.36
F -0.12581 1.78568 0.43238 -0.27
F 0.69805 1.50496 -1.56499 -0.26
H 2.02302 -0.85318 1.44072 0.29
H -3.27098 0.67799 -0.66923 0.27
H 1.26815 -2.23297 0.49327 0.25
H 0.04841 -0.87502 -0.87313 0.32
H 1.66565 1.57093 0.06431 0.21
```

## Properties
- SMILES: C=CC(F)F.C#N
- Energy relative to the best compared isomer or geometry (same formula, charge and spin): 122.7 kJ/mol
- LUMO level: 1.08 eV
- Orbital gap: 0.4320 hartree

Formula: C4H5F2N2
Source: OMol25
Level of theory: ωB97M-V/def2-TZVPD

Structure (XYZ):
```
13
Properties=species:S:1:pos:R:3:mulliken_charge:R:1
C 2.87470 -0.18808 0.06137 0.28
C 1.59817 0.25008 0.00468 0.26
C 0.25270 -0.54136 0.80279 0.10
C -1.13351 0.02328 0.63127 -0.43
N 4.01817 -0.33347 -0.01835 -0.26
N -1.44551 0.18757 -0.84530 -0.45
F 1.10389 1.14159 -0.82517 -0.23
F 0.59450 -1.37223 1.72760 -0.17
H -1.17194 0.93552 1.17491 0.30
H -1.95798 -0.60812 1.06562 0.38
H -1.34450 1.10751 -1.40107 0.38
H -2.50924 -0.09340 -0.98049 0.43
H -0.87945 -0.50889 -1.39787 0.40
```

## Properties
- Net charge: +1
- SMILES: N#C/C(F)=C(\F)C[NH3+]
- Energy relative to the best compared isomer or geometry (same formula, charge and spin): 255.0 kJ/mol
- LUMO level (alpha / beta): -5.04 / -5.04 eV
- Orbital gap (alpha / beta): 0.3039 / 0.3066 hartree

Formula: C4H5F3N3O
Source: OMol25
Level of theory: ωB97M-V/def2-TZVPD

Structure (XYZ):
```
16
Properties=species:S:1:pos:R:3:mulliken_charge:R:1
C 1.06612 -0.35354 -0.82553 -0.92
C 1.91651 -0.50695 0.38392 -0.27
C -0.53828 0.25916 0.21042 0.40
C -1.74411 -0.50151 -0.26093 0.77
N 1.13086 -0.32474 1.63691 -0.52
N -0.08445 -0.09833 1.47582 -0.26
N -0.61219 1.65386 0.01304 0.05
O -1.78568 2.24133 -0.17937 -0.84
F -1.53380 -1.84690 -0.16025 -0.30
F -2.86940 -0.29366 0.43743 -0.25
F -2.05196 -0.30449 -1.54860 -0.26
H 1.28788 0.48169 -1.47322 0.34
H 0.78095 -1.25727 -1.34442 0.29
H 2.34114 -1.50831 0.48847 0.32
H 2.73506 0.21933 0.43160 0.25
H -0.03865 2.14034 0.71471 0.23
```

## Properties
- Net charge: -1
- Energy relative to the best compared isomer or geometry (same formula, charge and spin): 11.6 kJ/mol
- LUMO level (alpha / beta): 4.01 / 4.01 eV
- Orbital gap (alpha / beta): 0.2146 / 0.2148 hartree

Formula: C4H5F3O
Source: OMol25
Level of theory: ωB97M-V/def2-TZVPD

Structure (XYZ):
```
13
Properties=species:S:1:pos:R:3:mulliken_charge:R:1
C 0.54364 0.07372 -0.94226 -0.76
C -0.81960 0.59383 -0.71039 -0.48
C 0.29154 1.10898 0.05216 0.30
C -1.67143 -0.55469 0.32921 0.73
O -1.06973 -0.64768 1.47082 -0.43
F 0.85828 2.37668 -0.29341 -0.35
F -1.55395 -1.70649 -0.44879 -0.28
F -3.03661 -0.33275 0.40568 -0.28
H 0.67123 -0.85879 -0.47407 0.18
H 0.99158 0.40431 -1.75968 0.38
H -1.46185 1.23250 -1.29779 0.38
H 0.58626 1.14386 1.13332 0.27
H -1.48272 -1.23245 2.14807 0.34
```

## Properties
- SMILES: OC(F)(F)[C@@H]1C[C@H]1F
- Energy relative to the best compared isomer or geometry (same formula, charge and spin): 114.1 kJ/mol
- LUMO level: 0.48 eV
- Orbital gap: 0.4100 hartree

Formula: C4H5F3O
Source: OMol25
Level of theory: ωB97M-V/def2-TZVPD

Structure (XYZ):
```
13
Properties=species:S:1:pos:R:3:mulliken_charge:R:1
C -2.03782 -0.78295 0.12048 -0.65
C -0.96130 -0.47514 -0.56534 0.01
C 0.22317 0.00025 0.23143 -0.47
C 1.78103 -0.16219 -0.16599 0.88
O -0.05595 1.95683 -0.22018 -0.59
F 2.15273 -1.42931 0.22148 -0.27
F 2.48937 0.61598 0.64705 -0.25
F 2.12328 -0.01322 -1.43276 -0.22
H -2.98746 -0.98174 -0.35022 0.30
H -1.89983 -0.73205 1.25133 0.19
H -0.92581 -0.39521 -1.61558 0.36
H 0.24189 0.07040 1.25857 0.44
H -0.14329 2.32835 0.61971 0.27
```

## Properties
- Energy relative to the best compared isomer or geometry (same formula, charge and spin): 208.7 kJ/mol
- LUMO level (alpha / beta): -0.53 / -0.53 eV
- Orbital gap (alpha / beta): 0.3543 / 0.3542 hartree

Formula: C4H5FI2
Source: OMol25
Level of theory: ωB97M-V/def2-TZVPD

Structure (XYZ):
```
12
Properties=species:S:1:pos:R:3:mulliken_charge:R:1
C 1.80395 -1.14845 0.33916 -0.05
C 3.29818 -0.57252 -0.05760 -0.06
C -0.06112 0.35095 -0.55205 -0.89
C 0.82642 -0.09047 0.63640 -0.74
F 4.07869 -1.55298 -0.50509 -0.22
I 1.45011 -3.12723 0.07908 0.17
I 3.99402 1.33939 -0.15717 0.16
H -0.48026 1.35854 -0.45115 0.32
H -0.95857 -0.24115 -0.71733 0.31
H 0.71537 0.52600 -1.38383 0.24
H 1.09064 0.70454 1.19198 0.54
H 0.03906 -0.62171 1.44864 0.23
```

## Properties
- SMILES: CC/C(I)=C(/F)I
- Energy relative to the best compared isomer or geometry (same formula, charge and spin): 196.9 kJ/mol
- LUMO level (alpha / beta): -0.03 / -0.03 eV
- Orbital gap (alpha / beta): 0.2899 / 0.2898 hartree

Formula: C4H5FN2
Source: OMol25
Level of theory: ωB97M-V/def2-TZVPD

Structure (XYZ):
```
12
Properties=species:S:1:pos:R:3:mulliken_charge:R:1
C 1.21908 0.92768 1.12304 -0.86
C 0.32574 0.12139 0.10256 0.55
C -0.92771 0.43040 -0.21621 -0.31
C -1.35447 -0.70239 -0.87380 0.15
H 1.63084 -0.03164 1.71955 0.23
H 2.22978 1.39809 0.79700 0.24
H 0.76290 1.77069 1.84756 0.27
H -1.34898 1.44097 0.04042 0.30
H -0.34009 -2.07409 -1.79808 0.28
N -0.34212 -1.51132 -0.94545 0.14
N 0.83279 -0.92583 -0.51020 -0.73
F -2.68776 -0.84396 -1.28639 -0.27
```

## Properties
- SMILES: Cc1cc(F)[nH]n1
- Energy relative to the best compared isomer or geometry (same formula, charge and spin): 254.9 kJ/mol
- LUMO level: 0.93 eV
- Orbital gap: 0.3787 hartree

Formula: C4H5FN2
Source: OMol25
Level of theory: ωB97M-V/def2-TZVPD

Structure (XYZ):
```
12
Properties=species:S:1:pos:R:3:mulliken_charge:R:1
C 1.16625 0.39152 -0.85984 -0.23
C 0.50409 1.42383 -0.04245 0.04
C -0.02124 -1.15732 0.29295 -0.60
C -1.08234 -0.07409 0.35105 0.27
N 1.02521 -0.85495 -0.63747 -0.47
N -0.60416 1.21959 0.53085 -0.51
F -1.80503 -0.29466 -0.80815 -0.31
H 1.85665 0.72534 -1.52486 0.48
H 0.89131 2.43573 0.13239 0.39
H 0.23237 -1.31568 1.37697 0.32
H -0.43890 -2.08456 -0.04725 0.35
H -1.72420 -0.41474 1.23581 0.30
```

## Properties
- SMILES: F[C@H]1CN=CC=N1
- Energy relative to the best compared isomer or geometry (same formula, charge and spin): 181.3 kJ/mol
- LUMO level: -0.31 eV
- Orbital gap: 0.3379 hartree

Formula: C4H5FN2
Source: OMol25
Level of theory: ωB97M-V/def2-TZVPD

Structure (XYZ):
```
12
Properties=species:S:1:pos:R:3:mulliken_charge:R:1
C -0.85242 -1.07998 0.34548 -0.43
C 0.45580 -0.98649 0.39005 0.29
C -1.02681 0.40614 0.74724 -0.33
C 0.53468 0.46376 0.78496 -0.34
N 2.71718 -1.46089 -1.11941 0.20
N 2.96048 -2.39034 -1.68844 -0.24
F 1.39227 -2.03328 0.37745 -0.31
H -1.46787 -1.90321 -0.20725 0.29
H -1.52529 1.08397 0.03506 0.26
H -1.51601 0.42996 1.75353 0.20
H 1.05955 0.71550 1.77892 0.24
H 0.92304 1.16261 -0.01937 0.18
```

## Properties
- SMILES: FC1=CCC1.N#N
- Energy relative to the best compared isomer or geometry (same formula, charge and spin): 193.8 kJ/mol
- LUMO level: 1.15 eV
- Orbital gap: 0.3976 hartree